No. 1
Below is one molecule with the formula C3H5N3O, with properties calculated with ωB97M-V/def2-TZVPD.

```
12
Properties=species:S:1:pos:R:3:forces:R:3
O -0.796243 1.993398 -0.128804 -2.66 -0.69 -0.03
N -1.794057 -0.847655 0.021342 0.56 -2.89 -1.23
N 1.645688 -0.452871 -0.098797 1.73 -2.00 0.24
N 0.562634 -1.322307 -0.150238 1.25 3.51 0.33
C 0.048709 0.923980 0.051218 -2.07 0.53 -1.03
C -0.404452 -0.394802 -0.069396 -1.05 -2.55 -0.17
C 1.413586 0.856180 0.055884 -2.32 -1.53 -0.24
H 2.201732 1.499024 0.200078 1.36 1.55 0.08
H -1.770195 -1.283376 0.942170 -0.59 0.46 0.39
H 2.597210 -0.766611 0.026690 -0.40 -0.72 -0.18
H -1.922482 -1.844472 -0.533684 0.70 3.50 1.07
H -1.782128 1.639516 -0.316466 3.49 0.82 0.78
```
Forces are in eV/Å.

Its orbital gap is 9.38 eV. The energy above the lowest of the compared OMol25 structures with the same formula, charge and spin is 59.50 kcal per mole. As for the HOMO energy: -8.450 eV. The strongest force on any atom comes out at 0.07281 hartree/bohr. The value obtained for the total energy is -356.7626 Eh.

No. 2
Below is an isolated ion of composition C2H7BNO2 and charge +1, with properties calculated with ωB97M-V/def2-TZVPD.

```
13
Properties=species:S:1:pos:R:3:forces:R:3
O -0.586932 1.969962 -1.956939 0.00 1.52 1.77
O -0.340313 -0.366679 -1.924942 -0.66 0.92 1.67
N 0.532876 -0.712957 1.953751 0.79 0.01 -0.28
C -0.277591 1.677826 -0.757204 -0.47 0.04 0.58
C 0.194739 -0.917084 0.561035 -0.95 3.07 -2.23
B -0.245872 0.001096 -0.524752 1.62 0.01 -0.53
H -0.288989 -0.623658 2.475009 -1.68 0.59 1.43
H 0.889005 -1.621209 2.217887 0.85 0.11 0.67
H 1.169523 0.053839 2.174048 0.13 -0.24 0.00
H 0.145922 -1.935112 0.448908 -0.10 -2.27 -0.92
H -0.137191 2.607457 -0.096915 0.06 -1.47 -0.99
H -0.837571 1.121112 -2.368325 0.33 -1.06 -0.98
H -0.217607 -1.254593 -2.201562 0.07 -1.22 -0.19
```
Forces are in eV/Å.

Its orbital gap (spin up / spin down) is 7.40 / 7.40 eV. The energy above the lowest of the compared OMol25 structures with the same formula, charge and spin is 74.40 kcal per mole. As for the HOMO energy (spin up / spin down): -12.537 / -12.536 eV. The strongest force on any atom comes out at 0.07613 hartree/bohr. The value obtained for the total energy is -310.1869 Eh. The charge is +1.

No. 3
Below is a 2-piece molecular cluster, C4H8N2 overall, with properties calculated with ωB97M-V/def2-TZVPD.

```
14
Properties=species:S:1:pos:R:3:forces:R:3
N 1.933398 -0.962176 -0.050070 0.32 0.05 -0.15
N -0.010739 2.009486 -0.737881 2.16 0.75 -0.74
C -0.512562 -0.713416 0.128777 0.05 0.88 -0.10
C 0.884107 -0.033875 0.297530 0.15 -0.06 0.10
C -1.681106 0.243217 0.230445 -0.94 2.28 -2.38
C 0.858571 1.271168 -0.453516 -2.31 0.19 0.39
H -1.662218 1.561983 -0.937521 0.39 -3.20 2.73
H 2.833889 -0.544158 0.171709 -0.09 -0.22 -0.06
H -2.625838 -0.115663 -0.146951 -0.11 -0.53 0.08
H 1.003110 0.266674 1.350490 0.00 -0.17 -0.26
H -0.539073 -1.474844 0.925753 -0.10 0.26 -0.23
H 1.922984 -1.116265 -1.058317 0.04 -0.06 0.27
H -1.876382 0.848496 1.118129 0.53 -0.35 0.04
H -0.528135 -1.240628 -0.838573 -0.06 0.17 0.31
```
Forces are in eV/Å.

Its orbital gap is 9.58 eV. The energy above the lowest of the compared OMol25 structures with the same formula, charge and spin is 91.55 kcal per mole. As for the HOMO energy: -8.956 eV. The strongest force on any atom comes out at 0.08214 hartree/bohr. The value obtained for the total energy is -266.5761 Eh.

No. 4
Below is one molecule with the formula C9H14N2O7, with properties calculated with ωB97M-V/def2-TZVPD.

```
32
Properties=species:S:1:pos:R:3:forces:R:3
O -4.509538 1.438591 -1.587138 -1.09 1.59 0.00
O 2.460938 2.965618 0.708194 3.23 -5.49 -0.19
O 4.205521 1.350356 1.094082 -0.62 -1.57 -3.79
O -1.013805 -2.088850 1.987154 1.82 -1.96 -3.48
O -4.422195 0.845820 0.592398 0.43 0.27 1.14
O -2.443594 -0.475480 2.023261 0.27 0.39 -1.59
O 1.626695 -1.644236 -2.161234 -1.19 1.09 6.01
N 3.956796 -1.145602 -0.389072 1.52 -0.68 0.50
N 0.235282 -1.582117 -0.192150 1.67 1.43 -1.60
C -3.967694 0.893772 -0.683662 -0.12 -1.76 1.02
C -2.880983 -0.066692 -1.003786 -0.77 -3.03 -3.43
C -1.522281 -1.008294 1.422346 0.11 0.41 3.39
C 3.061041 1.849937 0.496338 -2.12 3.29 -1.47
C 2.557077 0.874861 -0.730582 1.70 2.54 -2.80
C -0.634967 -0.427754 0.346443 2.04 1.71 -1.46
C 2.682554 -0.537646 -0.285912 -3.99 -2.10 3.14
C -1.472310 0.448591 -0.714823 2.28 1.20 1.70
C 1.490596 -1.289799 -0.907339 1.23 -0.87 -4.78
H 4.153028 -1.609154 -1.290850 -0.19 0.25 0.79
H 0.201050 0.307868 0.828225 -2.31 -1.68 -0.68
H -0.381668 -2.461978 1.167288 -1.32 0.95 2.87
H -0.752308 0.710232 -1.581817 -1.56 -0.64 1.10
H -3.865555 0.383327 1.342657 -0.54 0.92 -2.47
H 3.463423 0.874661 -1.544995 -2.03 0.63 1.67
H -0.100629 -1.966852 -1.046288 -2.10 -0.88 -0.54
H 4.118715 -1.742205 0.460058 0.01 0.48 -1.73
H -3.195709 -1.032265 -0.487934 1.00 1.08 -0.28
H -3.200790 -0.419381 -2.246275 1.66 1.35 3.66
H 1.588784 1.187120 -1.481443 2.57 -0.70 2.90
H -1.517203 1.442919 -0.085188 -0.30 -1.65 -1.45
H 4.601257 0.544229 0.317918 -1.60 2.56 3.10
H 2.432682 -0.680902 0.829312 0.30 0.89 -1.23
```
Forces are in eV/Å.

Its orbital gap is 9.83 eV. The energy above the lowest of the compared OMol25 structures with the same formula, charge and spin is 152.17 kcal per mole. As for the HOMO energy: -10.213 eV. The strongest force on any atom comes out at 0.12397 hartree/bohr. The value obtained for the total energy is -987.4042 Eh.

No. 5
Below is C13H12AuN4OS as an isolated structure, with properties calculated with ωB97M-V/def2-TZVPD.

```
32
Properties=species:S:1:pos:R:3:forces:R:3
Au -0.550341 0.217600 0.491718 0.01 -0.01 -0.01
S -1.203538 0.558778 4.982665 0.05 -0.04 -0.09
O -1.551449 -0.608715 -6.331283 0.04 0.02 0.05
N 0.280245 0.691593 -6.560948 0.03 0.02 0.03
N -2.603853 1.279126 2.811752 0.00 -0.03 0.08
N -0.554651 0.177774 -1.546593 -0.02 0.01 -0.22
N -0.524844 0.239253 2.513183 -0.15 0.06 0.05
C 1.276015 -0.681321 5.544324 -0.02 -0.02 0.07
C 0.379921 0.838616 -2.243740 0.12 0.10 0.04
C 0.417294 0.842093 -3.623871 -0.10 -0.07 -0.02
C 2.639772 -1.329778 3.660769 -0.02 0.02 -0.04
C 0.529841 -0.288583 3.266844 0.18 -0.09 0.28
C -0.550070 0.136235 -4.328403 -0.04 -0.04 0.15
C -1.486288 0.711339 3.277813 0.10 -0.01 0.10
C -1.489268 -0.507973 -2.225383 -0.09 -0.09 -0.02
C 0.334181 -0.208489 4.645751 -0.10 0.09 -0.20
C 2.433296 -1.244580 5.036002 0.02 0.00 0.03
C -1.516957 -0.547967 -3.601119 0.09 0.05 -0.09
C 1.695429 -0.855105 2.768376 -0.10 0.02 -0.11
C -0.653339 0.037062 -5.838167 0.00 0.02 -0.14
H 3.185581 -1.621136 5.715086 -0.01 0.00 0.00
H -2.749570 1.369920 1.821476 0.00 0.00 -0.04
H 3.550298 -1.773798 3.282718 0.00 0.00 0.01
H 1.845566 -0.924249 1.697961 0.05 -0.01 0.02
H 1.109399 -0.617193 6.611198 0.02 0.01 -0.01
H 1.117717 1.380403 -1.668683 -0.02 -0.01 0.00
H 0.226303 0.636562 -7.564477 -0.03 -0.02 0.00
H 1.206055 1.401420 -4.105178 0.00 0.00 0.00
H -2.226921 -1.039904 -1.641525 0.03 0.03 0.04
H 1.024202 1.226369 -6.155725 0.00 0.00 0.00
H -3.314211 1.609115 3.439948 -0.02 0.02 -0.02
H -2.275811 -1.104466 -4.132475 -0.01 -0.01 0.03
```
Forces are in eV/Å.

Its orbital gap is 8.15 eV. As for the HOMO energy: -11.658 eV. The strongest force on any atom comes out at 0.00681 hartree/bohr. The value obtained for the total energy is -1330.6033 Eh. The charge is +1.

No. 6
Below is C37H44CoN5SbSe5 as an isolated structure, with properties calculated with ωB97M-V/def2-TZVPD.

```
93
Properties=species:S:1:pos:R:3:forces:R:3
Sb -0.015825 -5.498107 -0.829044 -0.94 -3.72 0.42
Se 0.253712 -3.023464 -1.109523 -1.02 -0.96 -0.36
Se -0.804224 -1.033265 -1.735855 -2.49 -0.58 -1.34
Se -2.361790 -6.059957 -0.279157 0.13 0.69 -0.16
Se 0.599230 -6.652181 -2.903523 0.12 0.58 0.08
Se 1.250888 -6.471562 1.063999 0.18 0.85 -0.26
Co 1.201814 -1.151556 -0.976841 4.88 4.11 1.14
N -1.970858 -1.297607 1.787800 -0.15 0.42 0.15
N 1.453537 0.924471 -0.967051 -0.04 0.28 -0.37
N 2.587475 2.962607 -1.105311 0.21 0.10 0.27
N 3.751088 1.012921 -0.635333 0.17 0.23 -0.11
N -3.514582 -0.899501 0.346832 -0.15 0.16 0.20
C -1.614246 -3.869097 3.780656 -0.10 0.06 -0.41
C -2.555216 0.560975 3.428239 -0.11 0.02 0.01
C -2.240652 2.756679 -1.744722 -0.06 0.05 -0.20
C 5.137794 -2.893955 -1.105621 -0.10 0.03 0.05
C 4.141741 -0.351619 -0.781691 0.32 -0.06 0.17
C -4.401595 -2.356790 -1.459922 -0.15 0.03 -0.02
C 0.081784 2.173132 1.204754 -0.08 -0.04 0.03
C 0.290673 1.717659 -1.265650 -0.40 -0.74 0.44
C -4.456208 1.868122 2.664255 0.00 -0.07 -0.08
C -1.475402 2.288004 -2.803936 0.12 -0.11 0.13
C -5.696675 -3.060396 -1.058491 0.16 0.08 0.16
C 5.538946 -0.546053 -0.802730 -0.07 0.04 -0.07
C 4.551468 5.944856 -1.932789 -0.04 -0.01 0.02
C 4.576722 3.240474 -2.499280 0.11 0.07 -0.14
C 6.021150 -1.831778 -0.977880 -0.02 -0.02 -0.01
C 2.518509 5.693293 -0.457943 0.03 0.02 0.00
C 2.569781 1.579778 -0.922799 -0.29 -0.20 0.01
C -2.693221 -0.225624 2.293321 0.39 -0.05 0.12
C 5.546714 4.072975 -3.041734 -0.11 -0.08 0.07
C -5.876844 -3.163671 0.455718 -0.16 -0.16 -0.15
C 3.603808 3.758482 -1.646190 -0.10 -0.15 -0.06
C -0.822387 -3.369333 2.566166 -0.28 -0.03 0.29
C 3.208117 -1.381041 -0.872274 -0.49 -0.30 -0.05
C -3.121907 -3.910468 3.518972 0.06 -0.04 0.33
C 6.518026 0.598024 -0.675468 -0.02 -0.06 -0.01
C 5.540075 5.427892 -2.757760 0.04 0.04 -0.05
C -0.761377 -1.865345 2.387471 0.21 0.14 -0.23
C -3.697849 0.032051 1.357850 -0.12 0.03 -0.40
C 3.774182 -2.658260 -1.028415 0.02 -0.16 0.02
C -0.458034 2.239781 -0.197908 0.18 -0.13 -0.07
C -4.276685 -0.941271 -0.895207 -0.04 0.06 -0.11
C -1.722585 2.753245 -0.459679 0.06 0.08 0.08
C 3.580242 5.132538 -1.362077 0.09 0.07 0.03
C -0.212334 1.761121 -2.560557 0.10 0.46 -0.11
C -4.599032 1.072487 1.528482 0.03 0.01 0.15
C -3.447318 1.616875 3.596381 0.01 -0.03 -0.04
C -2.436000 -1.696992 0.571125 -0.26 -0.52 0.56
H -3.801340 -0.284627 -1.629687 0.19 0.00 0.07
H 6.293638 3.656188 -3.705099 0.01 -0.02 0.01
H -5.386846 1.258407 0.809528 0.04 0.04 -0.02
H -1.872472 2.257011 -3.810086 -0.03 0.09 0.00
H 0.399905 1.385150 -3.368226 -0.07 -0.19 0.00
H 4.558853 2.191587 -2.762719 -0.02 -0.01 0.01
H 1.698520 3.414670 -0.961163 -0.04 -0.08 -0.05
H -3.352724 2.257889 4.464690 -0.02 -0.02 0.01
H -5.261884 -0.505063 -0.696337 -0.04 -0.11 0.06
H -4.347397 -2.303253 -2.549382 0.04 0.00 -0.01
H 5.501113 -3.903601 -1.255294 0.01 0.01 0.05
H 6.459016 1.291991 -1.519162 0.00 0.05 0.02
H -5.677700 -4.068372 -1.479224 -0.05 0.02 -0.04
H 2.471658 5.134465 0.479176 -0.03 0.00 0.01
H 6.377971 1.178892 0.243257 0.00 0.00 0.00
H -0.550825 -1.342538 3.325891 -0.22 -0.06 0.06
H -3.657159 -4.295974 4.394667 0.01 0.01 -0.05
H 6.290030 6.081210 -3.185272 -0.01 0.00 0.01
H 1.526958 5.643428 -0.918037 -0.02 -0.01 0.02
H 0.467640 1.177264 1.428929 -0.01 -0.05 -0.06
H 7.534814 0.206508 -0.653500 0.01 0.01 0.01
H -6.802128 -3.699764 0.687776 0.03 0.01 0.05
H 4.505425 1.668152 -0.526878 0.01 -0.02 0.00
H 2.719871 6.737352 -0.221514 0.01 0.00 -0.03
H -1.275146 -4.892173 3.955531 0.01 0.03 0.23
H 4.535315 7.009525 -1.725504 -0.03 -0.02 0.05
H -3.317300 -4.581596 2.680608 -0.05 0.12 -0.09
H -0.698853 2.405051 1.929541 0.00 0.04 -0.02
H -3.249643 3.109690 -1.921362 0.01 0.03 0.02
H 0.072665 -1.623764 1.723166 -0.03 -0.02 -0.10
H -1.784229 0.365352 4.161875 0.03 0.01 -0.03
H -3.527474 -2.919528 3.300520 0.00 -0.04 -0.10
H -1.298892 -3.793523 1.679595 0.26 -0.08 -0.16
H 0.908325 2.877032 1.346767 0.02 -0.01 0.04
H -3.545255 -2.944910 -1.124113 0.05 0.00 -0.04
H -5.137377 2.695570 2.823945 0.00 -0.01 0.01
H -1.391692 -3.256257 4.663745 0.06 -0.11 0.05
H -5.944565 -2.178828 0.925456 0.09 -0.01 0.04
H -6.547842 -2.524555 -1.499192 -0.04 -0.06 0.00
H 3.115738 -3.515252 -1.083125 -0.01 -0.03 -0.07
H 0.197229 -3.750805 2.618359 0.03 -0.03 -0.12
H -2.319047 3.113923 0.371155 -0.04 -0.04 -0.01
H -5.045661 -3.717996 0.896215 0.03 0.09 0.02
H 7.094178 -1.993508 -1.015219 -0.01 -0.01 0.00
```
Forces are in eV/Å.

Its orbital gap (spin up / spin down) is 4.35 / 4.35 eV. The energy above the lowest of the compared OMol25 structures with the same formula, charge and spin is 71.75 kcal per mole. As for the HOMO energy (spin up / spin down): -1.070 / -1.072 eV. The strongest force on any atom comes out at 0.12607 hartree/bohr. The value obtained for the total energy is -15340.3367 Eh. The charge is -2. Its spin multiplicity is 2.

No. 7
Below is a 2-piece molecular cluster, C4H13N4O overall, with properties calculated with ωB97M-V/def2-TZVPD.

```
22
Properties=species:S:1:pos:R:3:forces:R:3
O -0.553366 1.699696 0.423434 0.86 -0.31 1.21
N -0.133819 -2.579474 0.298497 -0.01 6.55 3.54
N -0.019960 -0.587675 1.762611 0.33 0.26 0.84
N -0.768594 1.475218 -1.800413 2.71 1.87 0.94
N 1.879700 -1.795006 1.624617 -2.05 -3.29 -8.12
C 0.585568 -1.620917 1.151411 0.17 -1.55 1.57
C -1.525905 -2.100618 -0.224826 2.41 -1.80 3.92
C 0.714336 3.270585 -1.054869 -0.44 2.19 1.92
C -0.157864 2.036467 -0.665186 -2.14 1.11 -2.30
H -0.626574 2.110364 -2.576192 -0.67 -1.00 -0.51
H -1.455679 0.764157 -1.705922 -0.56 -0.03 -0.22
H -0.745131 -0.162255 1.152150 0.51 0.52 1.56
H 2.140299 -1.645009 2.496556 1.25 1.11 4.76
H 1.095441 3.945675 -0.201486 -0.66 -1.78 -0.61
H 0.138571 4.102379 -1.585889 0.37 -1.70 0.08
H 0.458700 -0.045165 2.689769 -1.84 -1.84 -4.15
H 0.341277 -3.272645 -0.205814 0.91 -0.73 -0.76
H -1.378458 -2.125781 -1.190005 0.05 -0.38 -5.28
H -1.870892 -1.123616 -0.000413 0.13 0.77 0.93
H 2.425000 -2.476251 1.053965 -0.43 0.74 1.31
H -2.141063 -2.873804 0.146511 -1.27 -0.41 0.08
H 1.598423 3.003669 -1.588509 0.39 -0.31 -0.72
```
Forces are in eV/Å.

Its orbital gap is 10.28 eV. The energy above the lowest of the compared OMol25 structures with the same formula, charge and spin is 85.23 kcal per mole. As for the HOMO energy: -13.386 eV. The strongest force on any atom comes out at 0.17497 hartree/bohr. The value obtained for the total energy is -454.1920 Eh. The charge is +1.

- strongest force on any atom of number 4 (C9H14N2O7)?
  0.12397 hartree/bohr

- Which of these has the highest strongest force on any atom?
  C4H13N4O

- strongest force on any atom of number 5 (C13H12AuN4OS)?
  0.00681 hartree/bohr

- What is the formula in the sixth record?
  C37H44CoN5SbSe5